Entry 1:
Density functional theory data (the ωB97M-V functional and the def2-TZVPD basis) for a molecular structure, C31H36ClF3FeNPSSe2Si.

XYZ file:
```
78
Properties=species:S:1:pos:R:3:forces:R:3
C 0.60986 2.55908 -0.18851 0.0 -0.2 0.0
F -1.70687 -2.47245 2.55352 -0.7 -0.2 -0.1
H -0.83156 2.87125 -2.35393 0.0 0.0 0.0
H -2.45244 2.68511 -4.18961 0.0 0.0 0.0
C 2.94470 3.64824 -1.23631 0.0 0.0 0.0
C 1.87979 -2.81654 4.12931 0.3 0.1 -0.3
C 2.08784 -4.15810 -0.42373 0.0 -0.1 0.1
C 1.82561 4.44925 -1.05561 0.0 0.0 0.0
C -1.00359 3.73108 2.53904 -0.4 -0.1 -0.4
C -0.23256 -3.90160 -4.68861 0.1 0.2 0.1
H 2.69987 -4.99565 -0.11888 0.0 0.0 0.0
H -0.79452 0.28007 5.93620 0.0 0.1 0.0
H 2.50470 -2.63535 -5.86647 0.0 0.0 0.0
H 3.22761 -1.84712 -4.46349 0.0 0.0 0.0
C -3.24496 1.09120 -0.77410 0.1 0.0 0.0
H -4.57209 1.45504 -3.86100 0.0 0.0 0.0
C 4.32494 -3.47717 2.71006 -0.1 0.2 0.1
H -1.78380 -0.75100 4.85755 0.0 0.0 -0.1
C -1.11001 0.09963 4.91131 0.1 -0.1 0.0
Si 0.84346 -2.50044 -4.01754 0.1 -0.1 -0.2
H 1.85658 5.49790 -1.32245 0.0 0.0 0.0
H 3.85201 4.07335 -1.64579 0.0 0.0 0.0
C -3.44210 4.78055 1.80871 -0.1 0.1 0.0
H 1.28794 -3.35750 3.39078 0.0 0.0 0.1
C 1.07049 -2.79956 -2.15451 0.0 0.1 0.0
C -2.68165 2.24282 -3.22848 0.0 0.0 0.0
H 3.05901 -3.60117 -4.50398 0.0 0.0 0.0
C 1.00991 -1.85643 4.90381 -0.1 0.1 -0.1
H -1.23329 -3.87763 -4.25403 0.0 0.0 0.0
H -3.38529 3.40853 0.17244 0.0 0.1 0.0
P -0.90693 1.78452 0.47547 -0.1 1.0 -0.2
C -4.15606 0.98287 -1.81067 0.0 0.0 0.0
N 0.73336 -2.30058 0.19471 -0.1 0.3 0.2
C 0.48668 -2.04657 -1.10993 0.0 0.1 0.0
H -1.60054 0.97802 4.50066 0.1 0.0 0.0
C 2.90137 2.30667 -0.88782 0.1 0.0 0.0
C 1.87542 -3.86317 -1.76523 -0.1 0.1 -0.2
C -1.63979 3.21329 1.39820 0.2 -0.1 0.5
C -1.57064 4.73421 3.30595 0.1 0.0 0.0
H 4.98135 -3.24084 1.87693 0.0 0.0 0.0
S -0.61471 -0.73706 -1.34244 0.1 0.1 0.1
H 0.09789 -2.35013 5.23788 0.0 0.0 0.0
C -3.87090 1.55537 -3.04236 0.0 0.0 0.0
F -2.68608 -0.49255 2.45549 -0.4 -0.3 0.0
H 1.70930 0.71697 -0.07964 0.0 0.0 -0.1
H 3.77402 1.67979 -1.01874 0.0 0.0 0.0
H 1.62567 -3.52528 1.57256 0.0 0.0 -0.1
Cl 0.54656 3.12377 2.99732 0.2 -0.1 0.2
C 1.73935 1.76417 -0.36118 0.0 0.1 0.0
H 2.36784 -3.52651 4.79624 -0.1 0.0 0.0
H -3.25922 6.02429 3.54337 0.0 0.0 0.0
H -0.20821 4.53411 -0.37570 0.0 0.0 0.0
H 1.54316 -1.45570 5.76436 0.0 0.0 0.0
C -2.37187 -1.63527 1.60916 0.9 0.5 1.1
C -2.86931 3.77198 1.05003 0.1 0.0 0.0
C -1.76626 2.35404 -2.19134 0.0 0.0 0.1
H 4.91431 -3.79908 3.56423 0.0 0.0 0.0
Fe -0.55384 -0.59198 1.19005 -0.2 -1.0 -1.2
H -4.39238 5.20303 1.51014 0.0 0.0 0.0
H 0.69892 -0.01017 -4.09559 0.0 0.0 0.0
H -1.04913 5.10489 4.17795 0.0 0.0 0.0
C 1.49870 -3.33961 0.51540 0.0 -0.1 0.1
C 0.66347 3.90867 -0.52838 0.0 -0.1 0.0
C 2.57280 -2.66246 -4.77649 -0.2 -0.1 0.1
H 2.34168 -4.47895 -2.52753 0.0 0.0 0.1
Se 0.46685 -0.29193 3.83647 -0.1 0.1 -0.1
C -2.04669 1.78427 -0.95552 -0.1 -0.4 0.1
H 0.20412 -4.87843 -4.47182 0.0 0.0 0.0
H -0.89298 -0.72592 -4.26765 0.0 0.0 0.0
C -2.80133 5.25136 2.94033 -0.1 0.1 0.1
F -3.55689 -2.20420 1.39061 0.3 0.0 -0.2
H -5.07811 0.43577 -1.66321 0.0 0.0 0.0
H -3.44833 0.62752 0.18534 -0.1 0.0 0.0
H 0.22686 -0.73752 -5.64043 0.1 -0.1 0.0
H 3.62604 -4.25637 2.41352 0.1 0.0 0.0
Se 3.31686 -1.86750 3.16948 0.1 -0.1 0.2
C 0.15141 -0.83473 -4.55315 0.0 -0.2 0.1
H -0.33341 -3.81248 -5.77271 0.0 0.0 0.0
```
Forces are in eV/Å.

energy relative to the best compared isomer or geometry (same formula, charge and spin)	158.03	kJ/mol
spin multiplicity	5
charge	0

Entry 2:
Density functional theory data (the ωB97M-V functional and the def2-TZVPD basis) for a molecular structure, C31H36ClN6O4Ti.

XYZ file:
```
79
Properties=species:S:1:pos:R:3:forces:R:3
H 0.10628 -3.26361 5.91709 0.0 0.0 0.0
H 1.50670 -3.16509 -2.64091 0.0 0.0 0.0
H -2.83550 3.21905 -2.76234 0.0 0.0 0.0
O 2.72609 -0.05758 0.73625 -0.2 0.2 -0.3
C -0.32849 0.52759 3.36440 -0.1 0.0 0.1
C -1.84283 0.70937 3.52856 0.0 0.0 -0.1
H -2.24824 -1.20668 1.62622 0.0 0.0 0.0
H 4.08074 0.56793 -1.78801 0.0 0.0 0.0
C -2.50629 1.43430 2.33860 0.0 0.0 0.1
C 1.49829 -3.86216 2.04847 0.1 -0.1 0.0
C 0.26342 3.97179 -3.91358 0.0 0.0 0.0
C 0.33124 -1.72577 2.83685 0.1 0.2 -0.1
C -1.76106 3.34580 -2.75725 -0.1 0.0 0.0
C 0.86195 -2.62449 1.76490 -0.1 0.0 -0.1
C 0.38077 3.04589 -1.68623 -0.1 0.0 -0.1
N 3.73510 1.59644 1.95287 0.0 0.1 0.1
H 0.13255 0.37169 4.34586 0.0 0.0 0.0
H 2.08362 3.62498 -2.82036 0.0 0.0 0.0
C -1.11748 3.85493 -3.86899 0.1 0.0 0.1
N -1.73797 -0.25538 -0.13413 0.1 -0.1 0.2
H 2.21337 -5.52036 3.07414 0.0 0.0 0.0
H 2.36172 1.09477 3.26333 0.0 0.0 0.0
C -1.00914 0.05597 -3.72524 -0.1 0.1 -0.1
N 2.60152 1.91206 2.71351 -0.1 0.0 0.0
H -0.03546 0.05796 -4.20679 0.0 0.0 0.0
C 1.16554 -4.38200 4.48725 0.1 -0.2 0.1
Ti 0.26395 -0.05831 0.30511 0.0 0.1 -0.2
H 1.42206 -0.90532 -3.32598 -0.1 0.0 0.0
H -4.17718 -0.04478 -1.01908 0.0 0.0 0.0
C -2.11291 -0.09082 -1.42622 -0.1 -0.1 -0.2
C -4.03254 0.20421 -3.10373 0.1 0.0 -0.2
C 1.27275 -2.97242 -0.54646 0.0 0.0 -0.1
H -3.06616 2.29831 2.70656 0.0 0.0 0.0
H 0.74137 4.36553 -4.80029 0.0 0.0 0.0
C -2.06140 0.22644 -4.61779 0.3 0.0 0.0
H -4.24201 0.17006 2.16705 0.0 0.0 0.0
H 1.98797 -4.31898 1.20285 0.0 0.0 0.0
H 0.90051 -3.99945 -0.45082 0.0 0.0 0.1
O 0.57861 1.96931 0.43724 0.2 -0.1 -0.2
H -1.72901 1.83526 1.68168 0.0 0.0 0.0
C 0.44274 -3.26652 4.88442 0.0 0.0 -0.1
H 4.37180 2.36457 1.82444 0.0 0.0 0.0
H -3.93574 1.17588 0.75494 0.0 0.0 0.0
C -0.95034 -0.05846 -2.34059 -0.2 -0.1 -0.1
C 0.09737 -2.13635 4.17568 -0.2 -0.1 0.2
H -2.31389 -0.26411 3.69832 0.0 0.0 0.0
C 1.22512 2.54371 -0.55037 -0.2 -0.1 0.3
H 0.05469 1.47801 2.98888 0.0 0.0 0.0
C -3.44814 -0.00743 -1.81647 0.0 0.1 0.2
N 0.25988 -0.19250 -1.67340 0.4 0.0 0.3
H 5.74215 0.03397 -1.41005 0.0 0.0 0.0
H -0.11871 -2.66565 -2.18359 0.0 0.0 0.0
C 1.00318 3.56235 -2.81636 0.1 0.0 0.0
H -0.47582 -1.42809 4.75842 0.0 0.0 0.0
C 1.27668 -1.04579 -2.24829 0.0 0.0 -0.1
H 4.34273 -0.94409 -0.88506 0.0 0.0 0.0
H 2.36867 -3.03011 -0.45733 0.0 0.0 0.0
H -3.49299 -1.27735 0.39908 0.0 0.0 0.0
N 0.06778 -0.50882 2.42600 0.0 0.1 -0.1
C 1.64473 -4.60482 3.20706 -0.1 0.2 0.1
C -2.74293 -0.61773 0.84959 -0.1 0.0 -0.1
O 4.73881 0.81175 0.15368 0.0 0.0 0.1
O 2.44030 2.68789 -0.57263 0.1 0.1 0.0
H -1.48887 2.51546 -0.79914 0.0 0.0 0.0
C -3.44356 0.31486 -4.32527 -0.3 0.0 0.1
H -1.99838 1.29181 4.44128 0.0 0.0 0.0
C 4.71415 0.06385 -1.05859 0.0 0.0 0.0
H 1.83244 2.08660 2.06253 0.0 0.0 0.0
H 1.36846 -5.14035 5.23398 0.0 0.0 0.0
C 3.62853 0.74517 0.90851 0.2 -0.1 -0.1
Cl -2.05568 4.34777 -5.25365 0.0 0.0 0.0
C -1.00389 2.94345 -1.66706 0.0 0.0 0.1
H -5.11534 0.29294 -3.09180 0.0 0.0 0.0
C -3.44983 0.56146 1.51653 0.0 0.0 0.0
H 2.23321 -0.79621 -1.78555 0.0 0.0 0.0
C 0.94192 -2.51097 -1.96590 0.0 0.0 0.1
H -4.10729 0.48753 -5.16748 0.0 0.0 0.0
H -1.78030 0.32970 -5.66015 0.0 0.0 0.0
N 0.75401 -2.14985 0.54082 0.0 0.0 0.0
```
Forces are in eV/Å.

energy relative to the best compared isomer or geometry (same formula, charge and spin)	0.00	kJ/mol
spin multiplicity	3
charge	-1

Entry 3:
Density functional theory data (the ωB97M-V functional and the def2-TZVPD basis) for 2 unconnected molecules or ions with the total composition C31H36N4O3.

XYZ file:
```
74
Properties=species:S:1:pos:R:3:forces:R:3
H 2.75229 -3.78103 -3.20485 -0.1 0.1 -0.2
H -0.41147 1.61268 1.41147 -0.1 0.2 0.1
C 0.63538 -1.52003 -4.07455 0.1 -0.4 -1.2
C -2.44871 -1.32230 -4.09868 -0.2 0.0 -0.1
C 1.83010 -1.37726 -2.01751 0.7 -0.6 0.2
C -5.41305 -0.30531 0.60388 0.2 0.4 -0.2
H 3.64171 -2.44335 -3.96295 -0.2 -0.1 -0.1
H -3.24683 2.88603 0.93449 0.1 -0.2 -0.2
H -4.43039 0.53327 -6.17036 0.2 -0.3 0.1
N -2.00905 2.15137 3.15206 0.2 -0.8 0.5
H -4.70821 2.60218 -1.02838 -0.1 -0.1 0.2
C 3.16089 -0.60452 -1.95581 -0.2 0.2 -0.1
C 3.18840 1.68020 4.75005 -0.9 -0.3 -1.0
C 1.80805 -2.48644 -0.95376 -0.3 0.0 0.0
H -2.54488 0.17537 3.51971 -0.1 0.4 -0.1
H 3.21865 0.07819 -2.81581 0.1 -0.1 0.3
H 6.07436 1.93478 6.02643 0.1 0.1 -0.1
N 0.64355 -0.50288 -1.97661 -0.8 0.8 1.1
H -0.29348 0.36989 -3.66212 0.0 -0.4 0.2
H 2.70175 -3.11532 -1.07293 -0.3 0.2 0.1
C -4.53435 -0.16749 1.67635 0.7 0.2 0.0
H 2.31183 -3.24236 -4.85396 0.0 0.1 0.2
H 3.99559 -1.31881 -2.00944 -0.3 0.3 0.1
C 3.86168 0.87763 7.01266 -0.2 0.1 -0.2
H 2.99056 0.22893 6.88033 0.2 0.1 0.1
C 0.21848 0.23539 -0.93186 0.6 -0.3 -0.2
H -2.07343 -0.49990 -2.15163 0.0 -0.1 0.0
C 0.89475 0.32934 0.28516 0.3 0.0 0.6
C -5.44731 0.66253 -0.41696 0.2 -0.1 0.2
C 3.54457 0.79456 3.69847 -0.4 0.3 0.2
C 0.53563 1.08309 1.40590 0.4 0.1 -1.1
H -6.08477 0.52653 -1.29020 0.1 0.0 0.2
C -0.20266 -0.61870 -3.16825 0.4 0.5 -0.9
H 4.47621 0.23990 3.78014 -0.1 0.1 -0.1
H -0.67238 0.84775 -1.11974 0.2 -0.4 0.2
C -3.59007 0.90837 1.73871 -0.9 0.3 -0.8
O 0.42829 -1.79198 -5.25532 0.1 0.4 1.6
C -1.59000 -1.17907 -2.86003 -0.2 -0.3 -0.1
H 1.71761 3.12231 5.39462 0.1 -0.1 -0.3
C -4.65934 1.81087 -0.28271 -0.1 -0.4 0.4
H 1.84940 -0.18224 0.36262 -0.4 0.1 -0.1
C 1.20640 2.29183 3.48447 -0.8 -0.3 -1.0
H 3.24453 -0.02622 -1.02922 0.1 -0.1 -0.3
H -1.46335 -2.15474 -2.37212 -0.1 0.2 0.0
H 5.16632 3.24955 6.79129 0.1 0.1 -0.1
C -3.21905 -2.65984 -5.97095 -0.1 0.4 0.1
C -2.51092 -2.54576 -4.77275 -0.1 0.2 -0.2
H -4.55041 -0.87948 2.50908 0.1 0.1 -0.4
C -3.78651 1.95963 0.79969 -0.2 -0.5 -0.4
O -1.60941 2.27948 4.35276 -0.2 -0.1 -1.1
H 0.90931 -3.10471 -1.09254 0.3 0.1 0.1
H 3.05045 -0.06458 1.82181 -0.3 0.1 0.4
H -1.98058 -3.40915 -4.36399 -0.1 0.2 -0.2
H 4.76732 0.26175 7.10789 -0.1 -0.1 0.0
H 3.75268 1.45241 7.94190 -0.1 -0.2 0.0
C -3.91041 -1.54926 -6.48432 0.3 0.0 0.4
C -2.57606 0.95083 2.75593 0.0 0.8 0.8
C 2.70237 0.60424 2.61641 -0.2 0.0 -0.2
H 1.80346 -2.06753 0.05687 0.0 -0.3 -0.2
C 1.99773 2.43186 4.59792 1.3 -0.4 0.7
H -6.06554 -1.17736 0.53118 0.1 0.3 0.2
C 1.45430 1.29395 2.49624 0.9 0.3 0.8
H 5.27668 3.17288 5.00764 0.0 -0.1 0.2
C -3.88751 -0.33222 -5.78480 0.1 -0.3 0.1
H -3.22131 -3.61096 -6.50647 -0.1 0.3 0.2
O -1.80608 3.08296 2.30961 0.1 -0.3 0.6
C -3.16300 -0.22421 -4.59019 0.1 -0.2 -0.3
H -4.46522 -1.63752 -7.42112 0.2 0.1 0.3
C 5.19113 2.57952 5.92233 -0.2 0.0 -0.1
H 0.38631 2.99004 3.33394 -0.2 -0.4 0.1
N 3.98428 1.78740 5.89532 0.1 0.4 0.5
H -3.13864 0.71820 -4.03641 -0.1 -0.2 -0.2
N 1.68709 -1.98081 -3.33539 -0.5 0.2 -0.3
C 2.65427 -2.91433 -3.87066 0.3 0.0 0.2
```
Forces are in eV/Å.

spin multiplicity	1
charge	0
calculated total energy	-1647.4263	Ha